# C52H60InN2P2S3

C52H60InN2P2S3 as an isolated structure (ωB97M-V/def2-TZVPD, OMol25).

Output
E_tot (eV): -114114.4905
Lowest unoccupied orbital energy (eV): -8.3
Net charge: +3

Geometry as XYZ:
```
120
Properties=species:S:1:pos:R:3:forces:R:3
In -0.01624 0.16733 -0.24091 0.22 -0.02 0.06
C 0.54822 3.54845 1.31282 0.00 0.01 -0.01
C 1.71726 3.47589 0.34663 -0.02 0.03 0.01
S 1.64879 2.21901 -0.98293 -0.13 0.03 -0.02
C 3.30021 1.53323 -0.74552 -0.02 -0.03 0.08
C 3.55518 0.82391 0.58111 -0.01 0.02 -0.03
S 2.29265 -0.38624 1.08919 0.01 -0.15 -0.06
C 2.01436 0.11790 2.80712 0.01 0.01 0.02
C 1.49040 1.52981 3.05259 0.00 0.00 -0.01
S 0.02770 2.00597 2.08555 0.01 0.01 0.01
H -0.34737 3.92045 0.81668 -0.01 0.02 -0.01
H 0.79288 4.26009 2.10295 0.01 0.00 0.00
H 2.65052 3.30734 0.87977 0.00 0.00 0.00
H 1.80198 4.43682 -0.16057 -0.02 0.00 -0.01
H 4.00308 2.36186 -0.84784 0.00 -0.01 0.00
H 3.45927 0.88281 -1.59281 0.03 -0.21 -0.19
H 3.66291 1.53702 1.39570 0.00 -0.01 0.00
H 4.49668 0.27884 0.50858 -0.01 0.00 -0.01
H 2.96881 -0.00638 3.32160 0.00 0.00 -0.01
H 1.34154 -0.63528 3.20970 0.00 0.00 0.00
H 2.26020 2.27833 2.86933 0.00 0.00 0.00
H 1.22193 1.60691 4.10642 0.00 0.00 0.00
C -3.47702 1.89639 -0.89424 -0.01 0.05 -0.02
C -3.21648 1.60610 0.57971 -0.04 -0.04 0.02
P -2.36560 0.01500 0.84963 -0.06 0.01 -0.15
C -3.44681 -1.20367 0.08944 -0.06 0.09 -0.03
C -4.63471 -1.56489 0.72440 -0.02 0.04 -0.03
C -5.49454 -2.46230 0.11111 0.01 0.00 0.01
C -5.17573 -2.99704 -1.13161 0.00 -0.01 0.00
C -3.99456 -2.63676 -1.76692 0.01 0.00 0.03
C -3.12834 -1.74467 -1.15306 -0.02 0.07 -0.05
C -2.28988 -0.18741 2.63315 -0.02 -0.02 0.00
C -3.25211 0.37269 3.47662 0.02 0.00 -0.01
C -3.15149 0.19418 4.84783 0.01 -0.01 0.01
C -2.09534 -0.53071 5.38510 0.00 0.01 0.01
C -1.13504 -1.08620 4.54983 0.00 -0.02 -0.02
C -1.23446 -0.91003 3.17940 -0.02 -0.07 0.01
P -1.96421 2.37513 -1.80562 0.06 0.02 0.00
C -1.65796 4.09428 -1.25724 -0.08 0.00 0.06
C -2.51177 4.77358 -0.38585 0.01 0.01 -0.03
C -2.24802 6.08542 -0.01522 0.00 0.01 0.01
C -1.13821 6.74634 -0.52159 0.00 0.00 0.01
C -0.28990 6.08728 -1.40074 0.02 -0.01 0.01
C -0.54078 4.76985 -1.75463 0.05 -0.05 0.02
C -2.60628 2.62640 -3.49865 0.03 -0.06 -0.02
C -1.79297 3.25161 -4.44361 0.03 -0.07 -0.05
C -2.24899 3.46831 -5.73430 0.04 -0.01 0.00
C -3.51968 3.05088 -6.10500 -0.02 -0.01 0.01
C -4.33355 2.42305 -5.17441 0.01 0.01 -0.02
C -3.88291 2.21154 -3.87872 0.02 -0.01 0.02
H -4.23963 2.66827 -1.00501 -0.02 0.01 0.03
H -3.88233 1.00228 -1.37170 0.03 -0.03 -0.01
H -2.66128 2.39927 1.08580 0.02 -0.02 -0.01
H -4.17375 1.50565 1.09732 0.01 0.01 0.01
H -4.88461 -1.16518 1.70029 0.00 0.00 0.00
H -6.41425 -2.74767 0.60363 0.00 0.00 0.00
H -5.85146 -3.69680 -1.60481 0.00 0.00 0.00
H -3.75394 -3.04939 -2.73819 0.00 0.00 0.00
H -2.20132 -1.47353 -1.64515 -0.03 0.02 -0.01
H -4.08162 0.94726 3.08784 0.00 0.00 0.00
H -3.90081 0.62328 5.49908 0.00 0.00 0.00
H -2.02534 -0.66573 6.45620 0.00 0.00 0.00
H -0.32261 -1.67114 4.96323 0.00 -0.01 0.01
H -0.50410 -1.36855 2.52427 0.01 -0.05 -0.02
H -3.40272 4.30527 0.00879 -0.02 -0.01 -0.02
H -2.92425 6.59712 0.65656 0.00 0.00 0.00
H -0.94355 7.77341 -0.24397 0.00 0.00 0.00
H 0.56472 6.60321 -1.81939 0.00 0.01 0.00
H 0.14015 4.27433 -2.43668 0.01 -0.01 0.01
H -0.79604 3.58061 -4.18491 0.02 -0.01 0.00
H -1.61174 3.97026 -6.45060 0.00 0.00 0.00
H -3.87709 3.22329 -7.11114 0.00 0.00 0.00
H -5.33042 2.10666 -5.45079 0.00 0.00 0.00
H -4.55514 1.73064 -3.18248 0.01 -0.01 0.01
C -2.30613 -3.72653 1.71735 0.06 -0.02 -0.01
C -0.89822 -3.94409 2.19875 -0.01 0.02 0.01
C -0.69351 -4.62841 3.39297 0.00 0.00 0.01
C 0.58045 -4.94633 3.82763 -0.01 0.00 0.00
C 1.66809 -4.64330 3.02565 0.00 -0.01 -0.01
C 1.51206 -3.97879 1.81293 -0.01 0.01 0.03
C 2.70956 -3.88966 0.89934 0.00 0.09 0.04
C 0.21987 -3.56187 1.45369 0.01 0.05 0.05
N 0.09864 -2.72373 0.27578 0.08 0.05 -0.01
C 0.02299 -3.30641 -0.84918 -0.03 -0.02 -0.03
C -0.16903 -4.78043 -1.04026 -0.02 -0.01 -0.01
C 0.29725 -2.47254 -2.08547 -0.02 -0.03 0.02
C 0.48747 -3.23782 -3.35362 0.00 -0.04 -0.02
N 0.46060 -1.19872 -2.01585 -0.13 0.02 0.02
C 1.01822 -0.54077 -3.18646 0.03 0.03 0.02
C 2.40401 -0.60072 -3.35883 0.07 0.01 0.05
C 3.27621 -1.50286 -2.51914 0.04 0.14 0.04
C 2.94938 0.08212 -4.44130 0.01 0.01 -0.02
C 2.13427 0.73973 -5.34967 0.00 -0.01 -0.01
C 0.75628 0.66503 -5.22283 -0.03 0.05 0.02
C 0.17040 0.00512 -4.14733 -0.03 0.06 -0.01
C -1.30361 -0.27953 -4.12688 -0.02 0.04 -0.01
H -2.80214 -4.69057 1.58887 0.00 -0.01 0.02
H -2.34495 -3.20894 0.76204 0.05 -0.12 0.11
H -2.89412 -3.16073 2.44133 0.01 0.02 0.01
H -1.55653 -4.93155 3.97390 0.00 0.00 0.00
H 0.72321 -5.47567 4.75996 0.00 0.00 0.00
H 2.65959 -4.96768 3.31790 0.00 0.00 0.00
H 2.92957 -4.88234 0.49978 0.00 0.01 -0.01
H 3.59687 -3.56555 1.44317 0.00 0.00 0.00
H 2.56697 -3.21715 0.05744 -0.01 0.06 -0.02
H -0.44651 -5.25374 -0.10332 0.00 0.00 -0.01
H 0.74629 -5.25429 -1.40124 0.00 0.00 0.00
H -0.94808 -4.97463 -1.77795 0.00 0.00 0.00
H -0.42442 -3.79793 -3.57049 0.00 0.00 0.00
H 1.27676 -3.98170 -3.22888 -0.01 0.00 0.00
H 0.72828 -2.60192 -4.19843 -0.01 -0.02 0.00
H 3.00223 -1.51832 -1.46285 0.00 0.03 0.05
H 4.32580 -1.22135 -2.60229 -0.02 0.02 0.01
H 3.20725 -2.53340 -2.87715 0.00 0.01 0.01
H 4.02124 0.05754 -4.59692 -0.01 0.00 0.00
H 2.57323 1.25642 -6.19244 0.00 0.00 0.00
H 0.11720 1.09319 -5.98424 -0.02 0.02 -0.01
H -1.81985 0.28434 -4.89964 -0.02 0.03 -0.01
H -1.76697 -0.03650 -3.17099 -0.01 0.01 0.02
H -1.48210 -1.34183 -4.32135 -0.01 0.00 0.01
```
Forces are in eV/Å.